# 1
Formula: C8H16N2O6
Source: OMol25
Level of theory: ωB97M-V/def2-TZVPD

Geometry (Å):
O  0.002  -0.481  1.589
C  -0.004  -1.313  0.589
N  1.027  -1.836  -0.003
H  0.706  -2.571  -0.780
C  2.273  -1.879  0.234
H  2.193  -1.259  1.395
H  2.647  -2.795  0.690
C  2.984  -0.821  -0.778
O  3.665  0.233  -0.168
H  3.131  0.795  0.318
H  2.223  -0.269  -1.378
H  3.641  -1.352  -1.285
C  -1.509  -1.843  -0.109
O  -1.397  -2.075  -1.258
H  -1.291  -1.405  -2.009
H  -2.057  -2.476  0.750
C  -2.369  -0.542  0.130
O  -2.755  -0.086  1.475
H  -1.786  0.004  1.842
C  -1.620  0.742  -0.540
O  -1.187  0.469  -1.867
N  -1.482  1.896  0.208
H  -1.801  1.961  1.022
C  -0.498  2.887  -0.174
H  -0.487  3.811  0.145
H  -0.635  3.242  -1.343
C  1.006  2.102  -0.444
O  1.531  1.957  0.747
H  0.834  1.049  1.225
H  1.046  1.469  -1.144
H  1.682  3.202  -0.792
H  -3.378  -0.578  -0.581

The total energy comes out at -875.01120 Eh. The spin multiplicity is 1.

natural (NBO) atomic charge list, values in e, 4 entries: number 1, O, carries -0.76; number 2, C, carries 0.65; number 3, N, carries -0.58; number 4, H, carries 0.40

---

# 2
Formula: C8H16N2Si
Source: OMol25
Level of theory: ωB97M-V/def2-TZVPD

Geometry (Å):
C  1.829  -2.145  1.840
C  1.133  -1.271  0.783
C  -0.335  -0.900  1.128
Si  -1.166  0.345  -0.041
C  -2.371  -0.531  -1.200
C  -2.066  1.729  0.854
N  0.228  0.920  -0.996
C  1.206  1.811  -0.636
C  2.099  1.842  -1.678
N  1.785  0.966  -2.644
C  0.663  0.412  -2.231
H  2.764  -2.566  1.498
H  2.002  -1.640  2.779
H  1.160  -2.969  2.109
H  1.684  -0.350  0.556
H  1.098  -1.831  -0.178
H  -0.292  -0.386  2.086
H  -1.022  -1.744  1.248
H  -3.331  -0.141  -0.910
H  -2.219  -0.349  -2.260
H  -2.384  -1.617  -1.057
H  -1.549  2.179  1.719
H  -2.311  2.539  0.151
H  -3.028  1.312  1.176
H  1.252  2.330  0.318
H  2.954  2.485  -1.665
H  0.218  -0.429  -2.750

The total energy comes out at -713.47576 Eh. The SMILES is CCC[Si](C)(C)n1ccnc1. The spin multiplicity is 1.

natural (NBO) atomic charge list, values in e, 4 entries: number 1, C, carries -0.61; number 2, C, carries -0.39; number 3, C, carries -0.88; number 4, Si, carries 1.80

---

# 3
Formula: C8H16N4
Source: OMol25
Level of theory: ωB97M-V/def2-TZVPD

Geometry (Å):
N  5.165  -1.639  -0.101
C  4.218  -0.566  -0.013
C  4.453  0.714  0.546
N  3.418  1.544  0.399
N  2.530  0.790  -0.271
C  2.919  -0.509  -0.433
H  6.110  -1.224  -0.131
H  4.995  -2.137  -0.967
H  5.367  1.008  1.031
H  1.666  1.202  -0.596
H  2.241  -1.230  -0.870
C  -5.449  -0.757  0.251
N  -4.205  -0.784  -0.518
C  -3.141  0.027  0.029
C  -2.617  -0.335  1.402
C  -2.163  0.534  -0.991
C  -3.182  1.453  -0.385
H  -5.369  -1.128  1.300
H  -5.760  0.301  0.277
H  -6.215  -1.311  -0.298
H  -3.875  -1.737  -0.626
H  -2.223  -1.355  1.355
H  -1.824  0.365  1.729
H  -3.411  -0.308  2.149
H  -1.123  0.638  -0.691
H  -2.282  0.221  -2.006
H  -4.022  1.748  -0.997
H  -2.859  2.198  0.338

The total energy comes out at -533.38394 Eh. The SMILES is Nc1cn[nH]c1.CNC1(C)CC1. The spin multiplicity is 1.

natural (NBO) atomic charge list, values in e, 4 entries: number 1, N, carries -0.80; number 2, C, carries 0.04; number 3, C, carries -0.10; number 4, N, carries -0.24

---

# 4
Formula: C8H16NO
Source: OMol25
Level of theory: ωB97M-V/def2-TZVPD

Geometry (Å):
C  0.914  -1.544  2.954
C  0.585  1.018  0.949
C  1.542  0.409  -0.985
C  -0.761  0.882  0.213
C  0.349  0.131  -1.822
C  1.700  0.664  0.361
C  -0.873  -0.123  -0.917
C  -0.946  -1.427  -0.261
N  -1.065  -0.588  2.875
O  -0.460  -1.847  2.683
H  1.111  -1.360  3.888
H  0.586  1.696  1.747
H  1.105  -0.797  2.232
H  1.297  -2.588  2.512
H  2.453  0.370  -1.523
H  -1.429  0.604  1.097
H  -1.069  1.863  -0.014
H  0.109  0.854  -2.550
H  0.676  -0.724  -2.422
H  2.691  0.787  0.764
H  -1.777  0.154  -1.378
H  -1.927  -1.615  0.222
H  -0.163  -1.408  0.434
H  -0.896  -2.249  -1.049
H  -2.033  -0.661  2.538
H  -1.113  -0.429  3.930

The total energy comes out at -443.96679 Eh. Its charge is +1. The spin multiplicity is 1.

natural (NBO) atomic charge list, values in e, 4 entries: number 1, C, carries -0.23; number 2, C, carries 0.21; number 3, C, carries 0.22; number 4, C, carries -0.50

---

Values of Kohn-Sham gap, in order: 9.6 9.3 9.1 6.8, all in eV.
Values of energy relative to the best compared isomer or geometry (same formula, charge and spin), in order: 1174.10 0.00 0.00 572.77, all in kJ/mol.
Values of E_LUMO, in order: 0.0166 0.0270 0.0289 -0.2200, all in hartree.